{
  "formula": "C2H3F3N2",
  "method": "ωB97M-V/def2-TZVPD",
  "homo_lumo_gap_ev": [9.4, 9.4],
  "energy_ha": -486.94943,
  "fmax_ev_per_a": 4.73,
  "e_lumo_ev": [0.4, 0.4],
  "symbols": ["C", "C", "N", "N", "F", "F", "F", "H", "H", "H"],
  "positions_angstrom": [[-1.2355, -0.4886, -0.0968], [1.6076, 0.0377, 0.0261], [-1.0854, 0.9138, 0.3414], [-0.3717, 0.4146, -0.7426], [1.4219, 0.2974, 1.3409], [1.7750, -1.2315, -0.1760], [2.5305, 0.7310, -0.5918], [-0.7643, -1.3706, 0.6321], [-2.1978, -0.8866, -0.6121], [-1.6802, 1.5828, -0.1210]],
  "atomic_forces_ev_per_a": [[-0.77, -2.66, 1.73], [-4.63, 0.90, -0.33], [-0.06, -0.72, 0.61], [4.62, -0.75, -0.46], [1.02, 0.00, -1.59], [0.43, -0.81, 0.10], [-0.25, 0.18, 0.73], [-1.28, 2.73, -1.69], [1.85, 1.01, 0.59], [-0.93, 0.11, 0.30]]
}